The following is a DFT calculation (ωB97M-V with the def2-TZVPD basis set) of a molecular structure, C11H26N2O2P2SY.

Last column: natural (NBO) charge in e.
Positions of all 45 atoms, in Å:
Y  -0.56  0.29  0.06  1.813
P  -2.56  -1.10  0.74  0.224
P  -0.96  0.93  -2.39  0.305
N  0.36  -0.74  1.72  -0.593
N  1.50  0.53  -0.49  -0.690
H  2.19  -0.77  2.55  0.240
H  3.17  0.77  0.63  0.231
H  1.47  0.88  2.32  0.229
C  1.65  -0.12  1.89  -0.238
H  2.79  -0.94  0.22  0.240
C  2.38  0.03  0.53  -0.235
H  0.27  -2.14  3.13  0.210
H  2.76  1.34  -1.85  0.225
C  -0.27  -1.67  2.30  0.271
C  1.70  1.09  -1.67  0.158
H  -2.29  -2.14  2.84  0.294
C  -1.67  -2.13  1.94  -0.750
H  -1.62  -3.13  1.49  0.308
H  -1.46  -0.19  -3.06  0.105
H  -1.92  1.98  -2.42  0.052
H  -3.17  -1.87  -0.29  0.120
H  -3.57  -0.35  1.43  0.061
O  -0.60  -1.80  -0.91  -0.766
C  0.56  -2.60  -1.05  0.099
C  0.14  -4.02  -0.76  -0.611
C  1.09  -2.37  -2.45  -0.609
H  1.34  -2.29  -0.31  0.140
H  -0.16  -4.14  0.28  0.193
H  -0.72  -4.26  -1.39  0.229
H  0.96  -4.68  -0.99  0.235
H  1.30  -1.32  -2.65  0.201
H  1.99  -2.94  -2.60  0.237
H  0.33  -2.70  -3.17  0.228
C  0.66  1.38  -2.61  -0.648
H  0.94  1.88  -3.52  0.275
C  -0.80  4.16  -0.33  -0.801
S  0.03  3.31  1.01  1.264
C  -0.76  4.09  2.40  -0.783
O  -0.90  2.05  1.10  -1.059
H  -0.69  5.23  -0.13  0.276
H  -1.84  3.86  -0.32  0.262
H  -0.33  3.89  -1.28  0.262
H  -1.82  4.13  2.19  0.261
H  -0.58  3.49  3.30  0.272
H  -0.32  5.10  2.52  0.261

Its HOMO-LUMO gap (alpha / beta) is 9.32 / 4.31 eV. The energy above the lowest of the compared OMol25 structures with the same formula, charge and spin is 3.520 eV. For the HOMO energy (alpha / beta), the calculation gives -15.289 / -13.926 eV. Its total charge is +2. As for the spin multiplicity: 2.

=====

The following is a DFT calculation (ωB97M-V with the def2-TZVPD basis set) of a molecular structure, C11H26N6O7Sn.

Last column: natural (NBO) charge in e.
Positions of all 51 atoms, in Å:
O  -0.67  0.52  -4.97  -0.719
H  -1.18  0.26  -5.75  0.461
Sn  -0.69  0.31  -0.05  2.048
N  -0.30  1.93  1.22  -0.238
N  0.80  1.35  -1.09  -0.203
N  -1.76  -0.87  1.30  -0.457
N  -0.97  -1.48  -1.09  -0.471
O  -0.93  2.06  2.36  -0.608
O  -2.11  -0.44  2.58  -0.608
O  -0.41  -1.80  -2.35  -0.591
O  1.32  0.85  -2.16  -0.547
C  1.28  2.46  -0.46  0.114
C  0.67  2.78  0.79  0.129
C  -2.05  -2.11  0.91  0.078
C  -1.56  -2.47  -0.39  0.019
C  1.03  3.90  1.69  -0.657
H  1.30  3.51  2.69  0.240
H  0.19  4.60  1.82  0.239
H  1.88  4.47  1.30  0.216
C  2.43  3.16  -1.08  -0.656
H  2.21  3.43  -2.12  0.244
H  3.31  2.49  -1.09  0.235
H  2.70  4.07  -0.53  0.215
C  -2.71  -3.05  1.85  -0.646
C  -1.55  -3.85  -0.93  -0.650
H  -3.32  -2.53  2.59  0.236
H  -1.95  -3.65  2.38  0.209
H  -3.35  -3.75  1.29  0.216
H  -0.77  -3.99  -1.69  0.231
H  -2.52  -4.08  -1.40  0.211
H  -1.39  -4.56  -0.12  0.213
H  -1.69  0.48  2.65  0.501
H  0.19  -1.04  -2.56  0.502
C  -1.61  1.07  -4.05  -0.257
H  -1.05  1.75  -3.40  0.181
H  -2.05  0.27  -3.44  0.173
H  -2.41  1.63  -4.57  0.161
O  -2.76  1.42  -0.22  -0.921
H  -3.45  0.88  0.21  0.520
H  -2.73  2.25  0.31  0.511
C  3.30  0.12  2.50  -0.418
N  3.05  -1.17  1.89  -0.594
C  1.97  -1.41  1.15  0.824
N  1.82  -2.62  0.55  -0.812
O  1.08  -0.51  1.00  -0.755
H  2.47  0.78  2.22  0.248
H  4.24  0.54  2.15  0.199
H  3.34  0.04  3.58  0.203
H  3.75  -1.92  2.01  0.398
H  1.08  -2.73  -0.14  0.439
H  2.53  -3.34  0.64  0.393

Its HOMO-LUMO gap (alpha / beta) is 5.06 / 4.96 eV. For the HOMO energy (alpha / beta), the calculation gives -4.990 / -4.957 eV.

=====

The following is a DFT calculation (ωB97M-V with the def2-TZVPD basis set) of 2 unconnected molecules or ions with the total composition C11H26O6P.

Last column: natural (NBO) charge in e.
Positions of all 44 atoms, in Å:
C  0.02  -0.41  0.59  -0.241
O  -0.94  0.54  0.91  -0.526
C  -0.87  1.62  -0.01  -0.049
C  -1.73  2.81  0.44  -0.422
C  -3.20  2.82  -0.06  -0.400
C  -4.24  2.42  1.01  -0.709
P  -4.33  0.50  1.23  1.198
O  -5.45  0.35  -0.15  -0.828
C  -4.87  -0.65  -0.96  -0.092
C  -3.99  -1.62  -0.10  -0.096
O  -4.25  -1.28  1.24  -0.819
H  -0.04  -0.77  -0.45  0.156
H  1.05  -0.03  0.77  0.143
H  -0.10  -1.28  1.24  0.192
H  0.19  1.95  0.00  0.139
H  -1.11  1.28  -1.03  0.164
H  -1.71  2.85  1.53  0.217
H  -1.24  3.70  0.01  0.185
H  -3.35  2.27  -1.00  0.204
H  -3.43  3.88  -0.30  0.175
H  -3.99  2.94  1.95  0.175
H  -5.23  2.76  0.68  0.195
H  -5.43  0.55  2.15  -0.148
H  -3.39  0.55  2.33  -0.181
H  -3.29  0.44  0.23  -0.200
H  -4.24  -0.20  -1.76  0.131
H  -5.64  -1.18  -1.54  0.148
H  -4.32  -2.67  -0.23  0.147
H  -2.93  -1.67  -0.38  0.140
C  6.48  -3.11  -1.94  -0.639
C  5.07  -2.54  -2.00  -0.071
O  4.59  -2.16  -0.71  -0.490
C  5.07  -1.02  -0.23  0.983
O  5.84  -0.28  -0.79  -0.653
O  4.56  -0.83  0.98  -0.488
C  5.05  0.34  1.65  -0.256
H  6.52  -3.93  -1.22  0.210
H  6.79  -3.47  -2.92  0.213
H  7.19  -2.35  -1.61  0.224
H  4.38  -3.30  -2.36  0.191
H  5.01  -1.69  -2.68  0.195
H  4.93  1.22  1.03  0.199
H  6.09  0.20  1.92  0.182
H  4.46  0.45  2.55  0.200

Its HOMO-LUMO gap is 6.14 eV. The energy above the lowest of the compared OMol25 structures with the same formula, charge and spin is 0.000 eV. For the HOMO energy, the calculation gives -3.822 eV. Its total charge is -1.

=====

The following is a DFT calculation (ωB97M-V with the def2-TZVPD basis set) of a molecular structure, C11H27ClGdIO2P2.

Last column: Mulliken spin population.
Positions of all 45 atoms, in Å:
C  -2.45  3.33  -1.58  0.203
C  -1.84  1.99  -1.27  0.380
H  -3.24  3.16  -2.33  0.007
H  -1.71  4.07  -1.93  -0.006
H  -2.86  3.83  -0.68  -0.005
O  -2.10  0.88  -1.69  0.352
I  1.77  3.49  2.49  0.848
Gd  0.51  1.40  0.68  4.944
P  -1.92  0.54  2.08  0.039
C  -2.78  -1.03  1.66  0.000
C  -1.12  0.25  3.74  0.004
H  -1.84  0.48  4.55  0.000
H  -3.56  1.18  3.69  0.000
H  -0.23  0.90  3.85  0.003
H  -3.15  2.61  2.65  0.003
H  -2.06  -1.79  1.36  -0.001
H  -0.80  -0.81  3.81  0.000
C  -3.37  1.52  2.65  -0.003
H  -3.36  -1.39  2.51  0.001
H  -4.26  1.34  2.03  0.000
H  -3.47  -0.85  0.82  0.001
P  1.78  1.34  -1.93  0.069
C  1.50  -0.14  -2.99  -0.002
C  1.94  2.64  -3.23  -0.002
H  3.61  1.72  -0.35  0.002
H  4.20  1.80  -2.06  -0.001
H  3.84  0.20  -1.27  0.000
C  3.54  1.26  -1.35  0.010
H  1.68  3.63  -2.81  0.003
H  3.00  2.62  -3.56  0.001
H  2.37  -0.30  -3.64  0.001
H  0.61  0.02  -3.61  0.000
H  1.28  2.44  -4.10  0.000
H  1.33  -1.04  -2.38  0.001
Cl  2.54  0.39  1.96  0.186
C  -0.11  -2.96  -1.13  0.001
C  0.38  -2.02  -0.09  -0.027
C  1.09  -2.57  1.10  0.005
O  0.20  -0.75  -0.17  -0.011
H  0.29  -3.92  -0.79  0.000
H  0.28  -2.77  -2.14  0.000
H  -1.20  -3.07  -1.22  0.000
H  2.07  -2.09  1.19  -0.007
H  0.53  -2.39  2.04  -0.001
H  1.20  -3.66  1.02  0.000

Its HOMO-LUMO gap (alpha / beta) is 8.01 / 6.06 eV. For the HOMO energy (alpha / beta), the calculation gives -14.908 / -15.605 eV. Its total charge is +2. As for the spin multiplicity: 8.

=====

The following is a DFT calculation (ωB97M-V with the def2-TZVPD basis set) of a molecular structure, C11H28AlBrO6PS.

Last column: natural (NBO) charge in e.
Positions of all 49 atoms, in Å:
C  0.24  -0.05  2.54  -0.746
C  -0.44  0.64  1.40  0.812
O  -0.76  0.02  0.47  -0.584
O  -0.59  1.94  1.43  -0.535
C  -1.34  2.43  2.60  -0.619
Al  -3.34  1.98  2.65  1.106
Br  -4.43  2.66  0.61  -0.564
P  -3.62  -0.37  2.97  0.207
S  -5.47  -0.78  3.57  -0.716
H  0.86  0.64  3.11  0.217
H  0.89  -0.80  2.15  0.234
H  -0.46  -0.56  3.17  0.238
H  -1.29  3.50  2.54  0.200
H  -0.89  2.11  3.53  0.173
H  -4.08  2.75  3.84  -0.379
H  -3.23  -1.11  1.83  -0.005
H  -2.76  -0.71  4.05  -0.034
C  3.07  -0.07  0.62  -0.259
O  3.91  -0.54  1.67  -0.555
C  4.96  -1.38  1.22  -0.086
C  6.27  -0.64  1.13  -0.087
O  6.25  0.37  0.13  -0.552
C  6.04  1.67  0.65  -0.254
H  2.47  0.74  1.01  0.196
H  3.65  0.30  -0.23  0.178
H  2.41  -0.87  0.28  0.177
H  4.71  -1.83  0.25  0.175
H  5.06  -2.19  1.95  0.180
H  7.06  -1.35  0.84  0.179
H  6.54  -0.21  2.10  0.172
H  6.96  2.04  1.13  0.161
H  5.22  1.69  1.38  0.184
H  5.79  2.33  -0.18  0.191
C  -4.99  -1.14  -4.02  -0.254
O  -3.99  -2.07  -3.63  -0.550
C  -2.81  -1.99  -4.40  -0.084
C  -1.72  -1.22  -3.69  -0.086
O  -2.07  0.15  -3.53  -0.563
C  -2.54  0.46  -2.22  -0.273
H  -5.74  -1.11  -3.23  0.196
H  -4.57  -0.14  -4.15  0.185
H  -5.47  -1.47  -4.95  0.154
H  -3.02  -1.55  -5.38  0.165
H  -2.46  -3.02  -4.56  0.173
H  -0.81  -1.25  -4.30  0.169
H  -1.49  -1.68  -2.72  0.181
H  -1.70  0.49  -1.51  0.209
H  -3.28  -0.26  -1.87  0.175
H  -3.00  1.44  -2.25  0.196

Its HOMO-LUMO gap is 6.89 eV. For the HOMO energy, the calculation gives -4.485 eV. Its total charge is -1.

=====

Listing max |F| for the structures above in their given order: 2.5 3.7 1.6 3.3 4.3 eV Å⁻¹.